95
Properties=species:S:1:pos:R:3:lowdin_charge:R:1 method="wB97M-V/def2-TZVPD" lumo_energy_ev=2.04 charge=-1 homo_ha=-0.106
Y -0.08 -0.03 0.32 0.489
C -2.34 -1.81 2.52 -0.115
C -1.24 -1.90 3.57 -0.370
C -1.85 -2.11 4.95 -0.079
C -0.35 -0.69 3.56 -0.238
C 0.22 -0.12 4.70 0.035
C 1.10 0.84 4.26 -0.179
C 1.92 1.61 5.26 -0.349
C 1.84 3.13 5.16 -0.048
C 3.37 1.13 5.30 -0.052
N 1.04 0.85 2.90 0.065
N 0.14 -0.07 2.49 -0.053
B 2.00 1.59 1.94 -0.491
N 1.32 2.59 0.98 0.053
N 0.47 2.18 0.00 -0.037
C 0.21 3.25 -0.79 -0.244
C 0.93 4.34 -0.30 0.045
C 1.61 3.89 0.81 -0.201
C 2.52 4.71 1.66 -0.358
C 1.98 6.13 1.80 -0.060
C 3.92 4.69 1.03 -0.040
C -0.64 3.18 -2.01 -0.385
C -0.07 2.09 -2.92 -0.114
C -0.72 4.51 -2.75 -0.078
N 2.78 0.56 1.06 0.071
N 2.11 -0.18 0.15 -0.011
C 2.99 -0.90 -0.54 -0.239
C 4.27 -0.62 -0.06 0.044
C 4.10 0.32 0.94 -0.192
C 5.18 0.93 1.77 -0.368
C 5.77 -0.11 2.72 -0.060
C 6.30 1.50 0.89 -0.064
C 2.58 -1.82 -1.65 -0.403
C 2.55 -1.05 -2.97 -0.065
C 3.49 -3.05 -1.70 -0.071
H -3.03 -2.65 2.60 0.085
H -1.90 -1.85 1.51 -0.005
H -2.92 -0.89 2.68 0.031
H -0.59 -2.77 3.34 0.130
H -2.47 -1.26 5.23 0.093
H -1.08 -2.27 5.71 0.066
H -2.48 -3.00 4.93 0.074
H 0.02 -0.36 5.72 0.105
H 1.47 1.33 6.22 0.130
H 2.51 3.51 4.39 0.048
H 2.15 3.57 6.11 0.079
H 0.82 3.45 4.94 0.093
H 3.91 1.42 4.41 0.051
H 3.42 0.04 5.39 0.084
H 3.88 1.57 6.17 0.079
H 2.78 2.17 2.61 0.104
H 0.94 5.34 -0.69 0.105
H 2.58 4.27 2.66 0.092
H 2.00 6.64 0.84 0.072
H 2.59 6.71 2.51 0.076
H 0.96 6.10 2.17 0.089
H 3.89 5.18 0.06 0.087
H 4.24 3.66 0.88 0.058
H 4.65 5.19 1.66 0.079
H -1.69 2.92 -1.73 0.044
H 0.84 2.45 -3.40 0.080
H -0.79 1.79 -3.67 0.076
H 0.20 1.20 -2.32 -0.050
H 0.28 4.87 -3.01 0.072
H -1.22 5.27 -2.15 0.078
H -1.29 4.38 -3.67 0.079
H 5.19 -1.04 -0.41 0.109
H 4.76 1.75 2.36 0.103
H 6.27 -0.90 2.16 0.079
H 4.99 -0.58 3.32 0.073
H 6.49 0.36 3.39 0.080
H 6.83 0.70 0.38 0.075
H 7.00 2.05 1.51 0.080
H 5.90 2.18 0.14 0.075
H 1.56 -2.15 -1.45 0.026
H 3.50 -0.56 -3.17 0.081
H 1.76 -0.30 -2.92 0.032
H 2.31 -1.72 -3.79 0.079
H 4.50 -2.78 -1.99 0.072
H 3.10 -3.76 -2.43 0.073
H 3.53 -3.54 -0.72 0.075
Se -4.38 1.44 1.49 -0.139
Sb -2.57 0.37 -0.22 0.071
Se -2.29 2.07 1.55 -0.133
Se -0.85 -1.04 -1.75 0.088
Se -3.93 1.31 -2.07 -0.243
C -0.82 -5.61 0.17 -0.079
C 0.41 -4.81 -0.27 -0.204
C 0.31 -3.48 0.26 -0.215
N 0.17 -2.47 0.79 0.133
H -0.67 -6.67 -0.02 0.072
H -1.70 -5.27 -0.37 0.087
H -0.99 -5.47 1.24 0.078
H 0.47 -4.75 -1.36 0.126
H 1.33 -5.27 0.12 0.124